[1]
Below is a cluster of 2 separate species, C2H5N4O in total at a distorted geometry, with properties calculated with wB97M-V/def2-TZVPD.

Its highest occupied orbital energy is -0.5548 Eh. The total energy is -372.9285 hartree. The gap between HOMO and LUMO comes out at 8.715 eV. As for the net charge: +1. The value obtained for the energy above the lowest of the compared OMol25 structures with the same formula, charge and spin is 8.3347 eV.

Geometry (Å):
C 2.28024 0.70747 0.27415
C -2.59044 0.00220 -0.40888
N -0.47904 -0.46205 0.49566
N 0.50738 -0.87530 1.01482
N -1.20141 0.04978 -0.26915
N 3.12758 0.05816 -0.18944
O 3.64612 -0.88444 -0.61674
H 2.01802 1.79750 0.34111
H 1.52617 -0.54093 1.04780
H -2.93479 -0.99316 -0.58570
H -3.13496 0.61994 0.29891
H -2.76487 0.52082 -1.40254

Atom charges from the Löwdin analysis, given in e for atoms 1 to 2: number 1, C, carries 0.0683; number 2, C, carries -0.0282

[2]
Below is the ion C2H5N4O2 with charge +1 at a distorted geometry, with properties calculated with wB97M-V/def2-TZVPD.

The SMILES is OOCn1nnc[nH+]1. Its highest occupied orbital energy is -0.5343 Eh. The total energy is -448.1374 hartree. The gap between HOMO and LUMO comes out at 8.323 eV. As for the net charge: +1. The value obtained for the energy above the lowest of the compared OMol25 structures with the same formula, charge and spin is 6.9777 eV.

Geometry (Å):
O 2.20684 -0.25869 1.34253
O 2.14631 -0.68660 0.11340
C 1.30377 0.24104 -0.71174
N -0.13632 -0.20658 -0.46704
N -0.50897 -1.52116 -0.70080
N -1.86311 -1.53133 -0.31828
C -2.27615 -0.12878 0.16792
N -1.02289 0.72960 0.04113
H 1.29774 -0.13207 1.74875
H 1.60163 0.21982 -1.84393
H 1.41631 1.31887 -0.22842
H -3.31068 0.22167 0.58859
H -0.85449 1.73422 0.26788

Atom charges from the Löwdin analysis, given in e for atoms 1 to 2: number 1, O, carries -0.0351; number 2, O, carries -0.1502

[3]
Below is the ion C2H5N4S with charge +1 at a distorted geometry, with properties calculated with wB97M-V/def2-TZVPD.

The SMILES is [NH2+]=c1[nH]cnn1S. Its highest occupied orbital energy is -0.5107 Eh. The total energy is -696.1082 hartree. The gap between HOMO and LUMO comes out at 9.807 eV. As for the net charge: +1. The value obtained for the energy above the lowest of the compared OMol25 structures with the same formula, charge and spin is 1.7982 eV.

Geometry (Å):
C 1.22545 0.51324 -1.21427
C -0.13239 -0.56678 0.10319
N 0.59008 1.43996 -0.55100
N -0.23203 0.78563 0.33245
N 0.75608 -0.69208 -0.85485
N -0.97977 -1.48711 0.55054
S -1.43709 1.68889 1.34072
H 2.06646 0.90027 -1.87707
H 0.85973 -1.76362 -1.45582
H -1.47998 -1.00137 1.32747
H -0.69610 -2.52156 0.63619
H -0.54044 2.70455 1.66245

Atom charges from the Löwdin analysis, given in e for atoms 1 to 2: number 1, C, carries -0.1388; number 2, C, carries -0.4389

[4]
Below is the molecule C2H5N5 at a distorted geometry, with properties calculated with wB97M-V/def2-TZVPD.

The SMILES is [H]/N=c1/cn[nH]n1N. Its highest occupied orbital energy is -0.3033 Eh. The total energy is -352.8147 hartree. The gap between HOMO and LUMO comes out at 9.120 eV. As for the net charge: 0. The value obtained for the energy above the lowest of the compared OMol25 structures with the same formula, charge and spin is 5.4433 eV.

Geometry (Å):
C 1.37536 0.62332 0.12851
C 0.01234 0.90302 -0.08397
H -1.86927 -1.05029 1.23200
H -2.25336 -1.39530 -0.28024
H 0.93869 -2.09240 -0.68278
H 2.14897 1.44833 0.48822
H -1.62168 2.07591 -0.56280
N -1.83805 -0.71301 0.21289
N -0.49038 -0.49866 -0.27155
N 0.50603 -1.31377 -0.09698
N 1.59840 -0.57196 0.11868
N -0.58594 1.93394 -0.02898

Atom charges from the Löwdin analysis, given in e for atoms 1 to 2: number 1, C, carries -0.1561; number 2, C, carries -0.4693

[5]
Below is the molecule C2H5N5 at a distorted geometry, with properties calculated with wB97M-V/def2-TZVPD.

The SMILES is [H]/N=c1/[nH]nnn1C. Its highest occupied orbital energy is -0.3246 Eh. The total energy is -352.8591 hartree. The gap between HOMO and LUMO comes out at 9.632 eV. As for the net charge: 0. The value obtained for the energy above the lowest of the compared OMol25 structures with the same formula, charge and spin is 4.2349 eV.

Geometry (Å):
C 0.78308 1.40201 -0.39044
C -0.66176 -0.56956 -0.13808
H 1.60926 1.82242 0.16458
H -0.19826 1.96401 0.03944
H 0.88071 1.44671 -1.57373
H -1.21239 -2.72997 0.73107
H -1.32917 0.67346 -1.65170
N 0.66044 -0.06144 0.07838
N 1.23814 -0.57711 1.24849
N 0.38396 -1.44417 1.68414
N -0.63045 -1.73863 0.80999
N -1.52355 -0.18773 -1.00213

Atom charges from the Löwdin analysis, given in e for atoms 1 to 2: number 1, C, carries -0.0507; number 2, C, carries -0.4450

[6]
Below is the molecule C2H5N5O at a distorted geometry, with properties calculated with wB97M-V/def2-TZVPD.

The SMILES is N/N=c1/ncon1N. Its highest occupied orbital energy is -0.3160 Eh. The total energy is -428.0028 hartree. The gap between HOMO and LUMO comes out at 9.374 eV. As for the net charge: 0. The value obtained for the energy above the lowest of the compared OMol25 structures with the same formula, charge and spin is 5.9944 eV.

Geometry (Å):
C -0.05147 0.01291 -0.64642
C -0.93071 1.96060 -0.78170
H 0.35723 -2.46112 -0.13231
H 2.10940 -2.32213 -0.37842
H -1.11344 3.08616 -1.24015
H -0.31256 -0.75305 2.26667
H 0.81136 0.23338 1.40025
N 1.20890 -1.74272 -0.13042
N 0.80008 -0.77052 -1.08219
N -0.28011 1.02718 -1.68054
N -0.90956 0.06949 0.40373
N -0.20464 0.10910 1.59625
O -1.48447 1.55073 0.40525

Atom charges from the Löwdin analysis, given in e for atoms 1 to 2: number 1, C, carries -0.5512; number 2, C, carries -0.1391

[7]
Below is the molecule C2H5N5O at a distorted geometry, with properties calculated with wB97M-V/def2-TZVPD.

The SMILES is N/N=c1\ncon1N. Its highest occupied orbital energy is -0.2863 Eh. The total energy is -428.0568 hartree. The gap between HOMO and LUMO comes out at 8.340 eV. As for the net charge: 0. The value obtained for the energy above the lowest of the compared OMol25 structures with the same formula, charge and spin is 4.5252 eV.

Geometry (Å):
C -0.16157 -0.01695 -0.41075
C 1.13908 -1.64939 -0.03132
H -2.11015 -1.22046 0.09148
H -2.87008 0.27665 0.95457
H 1.64075 -2.61579 0.17891
H 1.17370 2.36818 -0.68722
H 0.42543 1.95268 0.61454
N -2.28714 -0.12892 -0.02395
N -1.21699 0.71513 -0.21815
N -0.09253 -1.41159 -0.25507
N 1.10205 0.50957 -0.43211
N 1.35000 1.70981 0.10698
O 1.90746 -0.48893 0.11208

Atom charges from the Löwdin analysis, given in e for atoms 1 to 2: number 1, C, carries -0.4129; number 2, C, carries -0.1042

[8]
Below is the molecule C2H5N5O at a distorted geometry, with properties calculated with wB97M-V/def2-TZVPD.

The SMILES is Nn1cnc(=O)n1N. Its highest occupied orbital energy is -0.3354 Eh. The total energy is -428.1499 hartree. The gap between HOMO and LUMO comes out at 9.491 eV. As for the net charge: 0. The value obtained for the energy above the lowest of the compared OMol25 structures with the same formula, charge and spin is 1.9920 eV.

Geometry (Å):
C 0.19857 -1.60956 -0.15331
C -1.59083 -0.42937 0.02592
H 2.57886 0.11526 -0.55909
H 2.16810 -0.19514 0.98877
H 0.91132 -2.37275 -0.09429
H -1.45555 1.97220 -0.49807
H -0.46039 2.21944 0.64280
N 1.86394 0.18865 0.12727
N 0.63891 -0.30567 -0.31179
N -1.07112 -1.73864 -0.03786
N -0.49503 0.40594 0.07529
N -0.50205 1.79110 -0.23463
O -2.78473 -0.04146 0.02899

Atom charges from the Löwdin analysis, given in e for atoms 1 to 2: number 1, C, carries -0.1256; number 2, C, carries -0.4796

[9]
Below is the molecule C2H5N5S at a distorted geometry, with properties calculated with wB97M-V/def2-TZVPD.

The SMILES is [H]/N=c1\nc(S)[nH]n1N. Its highest occupied orbital energy is -0.3196 Eh. The total energy is -751.1248 hartree. The gap between HOMO and LUMO comes out at 9.326 eV. As for the net charge: 0. The value obtained for the energy above the lowest of the compared OMol25 structures with the same formula, charge and spin is 0.4618 eV.

Geometry (Å):
C -0.07402 0.04761 -1.45580
C 0.24938 -0.82890 0.49945
H 0.43440 1.36837 2.48831
H -0.87343 0.32545 2.25377
H 0.17637 2.00014 -0.78686
H 0.25250 -0.73206 -3.54326
H 0.10543 -2.60976 1.12836
N -0.33798 1.07424 1.85716
N 0.21591 0.58361 0.68507
N -0.24525 1.08649 -0.55598
N 0.20207 -1.09438 -0.90812
N 0.15857 -1.64729 1.49509
S -0.26394 0.42649 -3.15717

Atom charges from the Löwdin analysis, given in e for atoms 1 to 2: number 1, C, carries -0.7633; number 2, C, carries -0.4414

[10]
Below is the molecule C2H5N7O4 at a distorted geometry, with properties calculated with wB97M-V/def2-TZVPD.

Its highest occupied orbital energy (alpha / beta) is -0.2930 / -0.3123 Eh. The total energy is -763.1157 hartree. The gap between HOMO and LUMO (alpha / beta) comes out at 6.045 / 6.866 eV. As for the net charge: 0. The value obtained for the energy above the lowest of the compared OMol25 structures with the same formula, charge and spin is 2.6964 eV.

Geometry (Å):
C 1.50876 0.36650 0.45086
C -1.18660 -0.61685 -0.23158
N 1.29823 -0.60100 1.21507
N 0.26285 -1.04871 1.72002
N -0.88735 -0.87947 1.11440
N 1.06905 1.65342 0.49606
N -1.01123 0.56617 -0.92328
N 2.58975 0.15600 -0.48570
N -2.30368 -1.35385 -0.63924
O 2.72086 1.17860 -1.18219
O -2.84230 -0.97739 -1.72386
O 2.91780 -1.02432 -0.63202
O -2.81255 -2.19827 0.11397
H -1.68040 -1.50403 1.44460
H 0.64447 1.89999 1.38462
H 1.70054 2.35162 0.11187
H -0.30309 1.17066 -0.63505
H -1.68513 0.86095 -1.59855

Atom charges from the Löwdin analysis, given in e for atoms 1 to 2: number 1, C, carries -0.3722; number 2, C, carries -0.2049

[11]
Below is the molecule C2H5NO at a distorted geometry, with properties calculated with wB97M-V/def2-TZVPD.

The SMILES is NCC=O. Its highest occupied orbital energy is -0.3329 Eh. The total energy is -209.1704 hartree. The gap between HOMO and LUMO comes out at 10.103 eV. As for the net charge: 0. The value obtained for the energy above the lowest of the compared OMol25 structures with the same formula, charge and spin is 1.4138 eV.

Geometry (Å):
O -0.88232 2.01210 -0.19180
C -0.74726 0.85280 -0.50787
C -0.25819 -0.17580 0.46825
N 0.98141 -0.76886 0.03397
H -0.93274 0.59553 -1.56606
H -0.09383 0.34751 1.40586
H -1.00142 -0.96083 0.61160
H 1.83560 -0.27247 0.18723
H 1.09876 -1.62997 -0.44120

Atom charges from the Löwdin analysis, given in e for atoms 1 to 2: number 1, O, carries 0.0359; number 2, C, carries -0.2669

[12]
Below is a structure of composition C2H5NO at a distorted geometry, with properties calculated with wB97M-V/def2-TZVPD.

Its highest occupied orbital energy is -0.4184 Eh. The total energy is -209.1324 hartree. The gap between HOMO and LUMO comes out at 11.881 eV. As for the net charge: 0. The value obtained for the energy above the lowest of the compared OMol25 structures with the same formula, charge and spin is 2.4461 eV.

Geometry (Å):
C -1.27212 0.11174 0.15492
N 1.17065 0.55913 -0.81320
C 1.35933 -0.32372 0.02060
O 1.47818 -1.16087 0.82186
H -0.74996 -0.25683 1.04752
H -1.63893 1.12600 0.32363
H -2.05457 -0.58270 -0.13269
H -0.62178 0.14945 -0.72192
H 2.32919 0.37779 -0.70071

Atom charges from the Löwdin analysis, given in e for atoms 1 to 2: number 1, C, carries -0.0478; number 2, N, carries 0.1518